1.
C31H27N2O3PtS as an isolated structure. Source: the Open Molecules 2025 dataset; level of theory: ωB97M-V/def2-TZVPD.

```
65
Properties=species:S:1:pos:R:3
Pt -1.309 -0.038 0.750
C -4.300 -1.093 0.591
O -3.371 0.004 0.641
C -3.847 1.313 0.687
C -5.192 1.625 0.728
C -5.564 2.961 0.787
C -4.604 3.963 0.805
C -3.258 3.638 0.759
C -2.878 2.310 0.692
N -1.514 1.877 0.622
N -0.642 2.739 0.354
C 0.675 2.453 0.255
C 1.263 1.193 0.530
O 0.625 0.114 0.887
C 2.683 1.063 0.458
C 3.456 2.106 0.082
C 2.906 3.383 -0.251
C 3.735 4.439 -0.676
C 3.199 5.660 -0.990
C 1.814 5.853 -0.877
C 0.989 4.834 -0.469
C 1.519 3.572 -0.153
H -4.897 -1.019 -0.317
H -4.930 -1.076 1.478
H -3.691 -1.989 0.579
H -5.946 0.852 0.721
H -6.614 3.213 0.824
H -4.902 5.000 0.860
H -2.491 4.400 0.777
H 3.108 0.102 0.716
H 4.531 1.980 0.029
H 4.802 4.270 -0.751
H 3.836 6.467 -1.325
H 1.389 6.819 -1.114
H -0.077 4.994 -0.394
O -1.291 -2.110 0.926
S -0.776 -3.149 -0.100
C -0.199 -4.481 0.988
C 0.934 -4.094 1.890
C 2.216 -4.575 1.638
C 3.279 -4.202 2.448
C 3.066 -3.342 3.516
C 1.788 -2.865 3.776
C 0.725 -3.241 2.971
C 0.809 -2.556 -0.767
C 0.676 -2.208 -2.222
C 0.930 -3.166 -3.198
C 0.775 -2.856 -4.541
C 0.364 -1.585 -4.918
C 0.112 -0.624 -3.949
C 0.266 -0.935 -2.606
H 0.066 -5.289 0.303
H -1.098 -4.772 1.532
H 2.383 -5.260 0.814
H 4.269 -4.588 2.249
H 3.892 -3.056 4.153
H 1.618 -2.203 4.615
H -0.271 -2.872 3.180
H 1.542 -3.342 -0.591
H 1.062 -1.697 -0.146
H 1.262 -4.156 -2.908
H 0.979 -3.606 -5.293
H 0.247 -1.343 -5.965
H -0.200 0.370 -4.240
H 0.072 -0.181 -1.851
```

Summary:
**Total charge**: +1
**Relative energy (zero: lowest compared OMol25 entry of this formula, charge and spin)**: 0.000 eV
**E_LUMO**: -3.6 eV
**Highest occupied orbital energy**: -10.499 eV
**Electronic energy**: -55783.4236 eV
**Molar mass**: 702.71 u
**2S+1**: 1

2.
C31H27N7O4STc as an isolated structure at a distorted geometry. Source: the Open Molecules 2025 dataset; level of theory: ωB97M-V/def2-TZVPD.

```
71
Properties=species:S:1:pos:R:3
Tc 0.231 -1.634 -0.607
O 0.522 -3.675 -4.137
C 0.533 -3.280 -2.992
N 0.711 -1.998 -2.544
C 1.643 -1.150 -3.148
C 2.015 -1.138 -4.490
C 3.041 -0.307 -4.904
C 3.723 0.481 -3.982
C 3.386 0.446 -2.644
C 2.318 -0.344 -2.212
N 1.947 -0.546 -0.884
C 2.240 0.389 0.109
O 2.665 0.055 1.196
C 1.861 1.850 -0.093
C 2.107 2.726 0.960
C 1.725 4.051 0.825
C 1.100 4.451 -0.344
C 0.868 3.495 -1.325
N 1.231 2.228 -1.201
C 0.517 -4.218 -1.820
C 0.423 -5.587 -1.966
C 0.575 -6.397 -0.854
C 0.848 -5.799 0.369
C 0.925 -4.424 0.441
N 0.745 -3.637 -0.624
H 1.503 -1.782 -5.189
H 3.327 -0.281 -5.947
H 4.536 1.115 -4.311
H 3.947 1.023 -1.921
H 2.594 2.350 1.849
H 1.913 4.761 1.620
H 0.792 5.477 -0.492
H 0.371 3.754 -2.254
H 0.241 -5.982 -2.956
H 0.492 -7.472 -0.934
H 0.993 -6.391 1.261
H 1.123 -3.923 1.379
C -1.169 2.620 3.946
C -1.766 1.220 4.058
N -0.856 0.172 3.596
C 0.025 -0.463 4.572
C 1.457 0.069 4.520
C -0.816 -0.140 2.288
S 0.119 -1.524 1.840
N -1.566 0.615 1.490
C -1.554 0.685 0.172
O -0.691 0.188 -0.609
C -2.630 1.500 -0.444
C -2.832 1.422 -1.820
C -3.851 2.150 -2.412
C -4.661 2.970 -1.639
C -4.466 3.045 -0.266
C -3.456 2.312 0.331
H -1.904 3.368 4.245
H -0.872 2.812 2.915
H -0.294 2.724 4.590
H -2.664 1.158 3.450
H -2.029 0.998 5.092
H 0.027 -1.539 4.395
H -0.401 -0.280 5.558
H 1.886 -0.083 3.532
H 2.070 -0.459 5.252
H 1.483 1.133 4.757
H -2.185 0.787 -2.410
H -4.015 2.080 -3.479
H -5.443 3.555 -2.106
H -5.104 3.676 0.339
H -3.290 2.363 1.397
O -3.923 -2.819 -0.889
C -2.767 -2.600 -0.800
N -1.595 -2.403 -0.696
```

Summary:
**Total charge**: 0
**E_LUMO (alpha / beta)**: -0.4 / -1.4 eV
**Highest occupied orbital energy (alpha / beta)**: -7.153 / -7.506 eV
**Electronic energy**: -64242.7289 eV
**Molar mass**: 691.67 u
**2S+1**: 4

3.
C31H27N8O6SSr as an isolated structure. Source: the Open Molecules 2025 dataset; level of theory: ωB97M-V/def2-TZVPD.

```
74
Properties=species:S:1:pos:R:3
Sr -0.047 -0.692 0.857
C -2.159 -4.828 0.807
C -1.598 -3.583 0.130
O -1.689 -2.479 0.774
C -1.050 -3.769 -1.121
C -0.352 -2.837 -1.965
C -0.011 -3.336 -3.352
N 0.009 -1.654 -1.575
N 0.752 -0.936 -2.522
C 1.171 0.206 -2.033
O 0.969 0.694 -0.875
C 1.982 1.045 -2.990
C 2.322 2.341 -2.623
C 3.066 3.147 -3.478
C 3.483 2.661 -4.707
C 3.149 1.363 -5.080
C 2.403 0.563 -4.230
H -2.527 -4.599 1.804
H -1.380 -5.586 0.910
H -2.969 -5.271 0.223
H -1.119 -4.775 -1.521
H -0.170 -4.411 -3.423
H 1.014 -3.088 -3.627
H -0.648 -2.841 -4.089
H 1.998 2.699 -1.655
H 3.323 4.157 -3.180
H 4.065 3.287 -5.373
H 3.474 0.974 -6.038
H 2.124 -0.446 -4.502
O 4.725 -4.218 3.468
C 4.605 -4.539 2.190
O 5.315 -5.376 1.672
C 3.644 -3.751 1.377
C 3.549 -3.887 0.004
N 2.605 -3.030 -0.409
N 2.079 -2.338 0.598
C 2.689 -2.752 1.693
C 2.276 -2.135 3.014
O 3.060 -2.298 3.973
O 1.200 -1.495 3.007
H 4.096 -3.470 3.721
H 4.081 -4.533 -0.672
H 2.257 -2.835 -1.339
N -1.829 3.978 0.478
C -3.017 4.043 -0.267
C -3.763 5.210 -0.307
C -4.937 5.267 -1.048
C -5.376 4.143 -1.727
C -4.636 2.968 -1.666
C -3.446 2.916 -0.959
S -2.458 1.460 -0.990
N -1.468 1.650 0.380
C -1.255 2.791 0.884
C -0.279 2.879 2.023
C -0.062 4.043 2.752
C 0.901 4.036 3.752
C 1.608 2.875 4.002
C 1.305 1.749 3.248
N 0.384 1.757 2.291
H -1.532 4.825 0.926
H -3.418 6.080 0.242
H -5.506 6.187 -1.085
H -6.292 4.170 -2.302
H -4.975 2.082 -2.191
H -0.628 4.948 2.580
H 1.088 4.931 4.331
H 2.368 2.820 4.769
H 1.787 0.793 3.423
C -3.444 -2.125 3.268
C -3.315 -0.748 2.823
N -3.188 0.326 2.438
H -4.405 -2.288 3.752
H -2.636 -2.369 3.956
H -3.344 -2.744 2.379
```

Summary:
**Total charge**: -1
**Relative energy (zero: lowest compared OMol25 entry of this formula, charge and spin)**: 0.000 eV
**E_LUMO**: 1.9 eV
**Highest occupied orbital energy**: -3.937 eV
**Electronic energy**: -68469.1485 eV
**Molar mass**: 727.29 u
**2S+1**: 1

4.
C31H28As2CdN4O2S2 as an isolated structure at a distorted geometry. Source: the Open Molecules 2025 dataset; level of theory: ωB97M-V/def2-TZVPD.

```
70
Properties=species:S:1:pos:R:3
Cd 10.368 13.835 13.718
C 7.861 17.362 14.587
As 7.570 15.416 14.568
C 5.597 15.548 14.396
C 7.582 15.141 16.535
C 6.957 16.057 17.329
C 7.097 16.046 18.691
C 7.820 15.055 19.327
C 8.411 14.061 18.542
C 8.353 14.130 17.144
As 9.415 12.895 16.089
C 11.010 12.811 17.235
C 8.479 11.175 16.347
H 6.970 17.853 15.061
H 7.931 17.652 13.556
H 8.778 17.681 15.101
H 5.180 15.956 15.335
H 5.149 14.546 14.203
H 5.350 16.197 13.583
H 6.319 16.819 16.892
H 6.645 16.860 19.301
H 7.831 15.015 20.414
H 8.896 13.202 19.026
H 10.871 12.065 18.017
H 11.136 13.826 17.694
H 11.937 12.605 16.710
H 8.192 11.040 17.380
H 9.137 10.384 16.033
H 7.592 11.113 15.716
S 12.763 13.504 13.744
C 12.735 14.074 12.071
C 13.529 13.418 11.136
C 13.590 13.827 9.823
C 14.383 13.026 8.914
N 15.018 12.288 8.274
C 12.817 14.911 9.397
C 12.040 15.557 10.330
C 11.949 15.199 11.673
S 10.911 16.077 12.758
C 12.819 15.399 8.038
N 12.713 15.758 6.964
H 14.222 12.645 11.469
H 11.543 16.421 9.939
O 14.739 6.621 15.376
C 13.389 6.434 15.184
O 12.862 5.380 15.426
C 12.589 7.615 14.744
C 12.712 8.915 15.198
C 11.948 9.983 14.714
C 11.026 9.760 13.705
C 10.771 8.455 13.311
C 11.551 7.392 13.827
N 10.411 10.861 13.100
C 10.461 10.856 11.836
C 9.804 11.892 11.057
C 9.696 11.736 9.692
C 9.214 12.767 8.917
C 8.808 13.917 9.570
C 8.900 13.988 10.907
N 9.365 12.987 11.671
H 15.040 7.387 14.883
H 13.448 9.189 15.892
H 12.119 10.955 15.142
H 10.140 8.223 12.452
H 11.420 6.348 13.558
H 10.904 10.027 11.291
H 10.018 10.804 9.213
H 9.109 12.645 7.856
H 8.467 14.778 8.990
H 8.616 14.896 11.404
```

Summary:
**Total charge**: 0
**Relative energy (zero: lowest compared OMol25 entry of this formula, charge and spin)**: 0.000 eV
**E_LUMO**: -1.1 eV
**Highest occupied orbital energy**: -7.521 eV
**Electronic energy**: -190568.5148 eV
**Molar mass**: 814.98 u
**2S+1**: 1

5.
C31H28BeN5O3S as an isolated structure at a distorted geometry. Source: the Open Molecules 2025 dataset; level of theory: ωB97M-V/def2-TZVPD.

```
69
Properties=species:S:1:pos:R:3
Be 11.395 8.772 14.492
O 12.560 10.366 12.071
C 13.287 10.058 13.040
N 12.753 9.788 14.318
C 13.416 10.010 15.521
O 14.476 10.560 15.828
C 12.671 9.387 16.616
C 13.021 9.562 17.962
C 12.261 8.931 18.918
C 11.247 8.084 18.563
C 10.895 8.008 17.203
N 11.587 8.650 16.238
C 14.757 9.944 12.761
C 15.195 10.570 11.535
C 16.516 10.494 11.182
C 17.447 9.859 12.074
C 16.871 9.267 13.204
N 15.584 9.303 13.567
H 13.796 10.272 18.172
H 12.572 9.079 19.936
H 10.735 7.441 19.270
H 10.111 7.342 16.802
H 14.473 11.081 10.905
H 16.882 10.851 10.215
H 18.544 9.785 11.958
H 17.455 8.669 13.885
N 6.301 11.143 12.553
C 7.481 10.633 13.052
C 7.562 9.256 13.313
C 8.750 8.718 13.683
N 9.874 9.451 13.898
C 9.725 10.805 13.900
C 8.571 11.436 13.488
H 5.926 10.569 11.752
H 6.364 12.142 12.229
H 6.759 8.590 13.185
H 8.781 7.625 13.828
H 10.615 11.358 14.197
H 8.410 12.519 13.496
O 11.740 7.422 13.749
S 12.309 6.946 12.362
C 11.034 7.500 11.173
C 11.356 6.985 9.792
C 10.408 6.649 8.806
C 10.774 6.131 7.576
C 12.142 6.042 7.262
C 13.092 6.431 8.171
C 12.690 6.855 9.461
C 12.133 5.136 12.415
C 10.868 4.803 13.044
C 10.751 4.684 14.434
C 9.521 4.347 15.005
C 8.341 4.375 14.245
C 8.407 4.568 12.841
C 9.670 4.765 12.283
H 11.190 8.613 11.237
H 10.044 7.177 11.519
H 9.332 6.673 9.043
H 10.026 5.834 6.897
H 12.405 5.643 6.297
H 14.151 6.407 7.949
H 13.464 7.121 10.209
H 13.002 4.729 12.944
H 12.177 4.883 11.344
H 11.628 4.865 15.081
H 9.458 4.154 16.060
H 7.384 4.118 14.669
H 7.522 4.580 12.199
H 9.771 4.893 11.207
```

Summary:
**Total charge**: +1
**E_LUMO**: -2.6 eV
**Highest occupied orbital energy**: -11.381 eV
**Electronic energy**: -57429.9037 eV
**Molar mass**: 559.68 u
**2S+1**: 1

6.
A 2-piece molecular cluster, C31H28O8PS2 overall at a distorted geometry. Source: the Open Molecules 2025 dataset; level of theory: ωB97M-V/def2-TZVPD.

```
70
Properties=species:S:1:pos:R:3
C 4.920 -1.697 0.580
C 3.957 -2.668 -0.053
O 2.732 -1.921 -0.302
C 1.751 -2.681 -0.874
C 0.438 -2.066 -0.711
P -0.812 -2.961 -1.561
C -0.838 -4.713 -1.017
C -0.253 -5.097 0.192
C -0.249 -6.438 0.597
C -0.835 -7.412 -0.214
C -1.419 -7.043 -1.428
C -1.409 -5.704 -1.832
C -2.336 -2.232 -0.870
C -2.504 -2.274 0.511
C -3.593 -1.639 1.109
C -4.519 -0.963 0.316
C -4.364 -0.937 -1.070
C -3.279 -1.579 -1.669
O -0.753 -2.841 -3.055
O 2.000 -3.754 -1.415
H 5.727 -2.243 1.061
H 5.344 -1.063 -0.200
H 4.414 -1.061 1.308
H 4.348 -3.067 -1.004
H 3.730 -3.508 0.628
H 0.410 -0.987 -0.711
H 0.221 -4.348 0.825
H 0.219 -6.708 1.544
H -0.831 -8.454 0.098
H -1.882 -7.798 -2.063
H -1.832 -5.424 -2.796
H -1.763 -2.791 1.118
H -3.702 -1.675 2.191
H -5.361 -0.457 0.779
H -5.090 -0.414 -1.689
H -3.152 -1.573 -2.750
C -4.746 3.294 -2.575
O -4.632 3.486 -1.152
C -3.509 3.058 -0.516
C -2.454 2.365 -1.153
C -1.327 2.022 -0.429
C -1.216 2.289 0.953
C 0.008 1.980 1.685
C 1.223 2.494 1.360
S 2.644 2.366 2.435
O 2.243 2.721 3.773
O 3.380 1.155 2.145
C 3.563 3.776 1.760
C 3.012 4.383 0.648
C 3.629 5.481 0.051
C 4.821 5.966 0.589
C 5.372 5.367 1.729
C 4.735 4.278 2.326
S 1.450 3.689 0.044
O 1.711 3.026 -1.210
O 0.454 4.731 0.167
C -2.330 2.890 1.588
C -3.428 3.310 0.877
H -5.710 3.736 -2.829
H -3.939 3.809 -3.114
H -4.743 2.225 -2.832
H -2.512 2.132 -2.220
H -0.502 1.533 -0.950
H -0.066 1.378 2.597
H 3.174 5.934 -0.825
H 5.318 6.813 0.121
H 6.298 5.750 2.155
H 5.133 3.808 3.220
H -2.249 3.086 2.660
H -4.243 3.860 1.351
```

Summary:
**Total charge**: -1
**E_LUMO**: 1.6 eV
**Highest occupied orbital energy**: -3.493 eV
**Electronic energy**: -79940.1564 eV
**Molar mass**: 623.67 u
**2S+1**: 1